A structure of composition C29H42IN7O5P2Ti, computed with ωB97M-V/def2-TZVPD.

- Orbital gap (alpha / beta): 0.1733 / 0.2635 Ha
- Energy relative to the best compared isomer or geometry (same formula, charge and spin): 76.3 kJ/mol
- Spin multiplicity: 3
- Largest force on an atom: 2.113 eV/Å
- Net charge: 0

Last column: Löwdin spin population.
CARTESIAN COORDINATES (ANGSTROEM)
Ti1 0.3703 0.3645 0.2567  0.886
O1 0.1902 -1.5099 0.7395  0.001
C1 0.2905 -2.0949 1.9058  0.011
C2 -0.2163 -3.3954 2.0842  -0.003
C3 -0.1348 -4.0152 3.3128  0.013
C4 0.4693 -3.3814 4.4001  -0.002
C5 0.9933 -2.1191 4.2296  0.011
C6 0.9206 -1.4508 3.0002  0.003
C7 1.5429 -0.1368 2.9164  0.067
N1 1.5433 0.6237 1.8908  -0.007
C8 2.1916 1.9457 1.9389  0.010
C9 2.4053 2.4042 0.4881  0.020
N2 1.1505 2.2155 -0.2223  0.173
C10 0.3232 3.2992 -0.3726  0.345
C11 -1.0881 3.3248 -0.1332  0.028
C12 -1.8205 4.4720 -0.5148  0.098
C13 -3.1714 4.6163 -0.2559  0.002
C14 -3.8506 3.6090 0.4246  0.112
C15 -3.1680 2.4687 0.8363  0.007
C16 -1.8102 2.2980 0.5635  0.072
O2 -1.1881 1.2246 1.0161  0.072
H1 -0.6827 -3.8770 1.2351  0.000
H2 -0.5475 -5.0096 3.4331  0.001
H3 0.5297 -3.8708 5.3623  0.000
H4 1.4754 -1.6212 5.0643  0.000
H5 2.0649 0.2002 3.8174  0.004
H6 3.1242 1.8898 2.5117  0.002
H7 1.5133 2.6526 2.4232  0.001
H8 3.1915 1.7784 0.0507  0.000
H9 2.7325 3.4508 0.4524  0.001
H10 0.7845 4.2561 -0.6309  0.023
H11 -1.2843 5.2680 -1.0239  0.004
H12 -3.6858 5.5165 -0.5688  -0.003
H13 -4.9060 3.7144 0.6454  0.008
H14 -3.6705 1.6814 1.3856  -0.002
C17 3.7076 2.3555 -2.8274  0.000
N3 3.8287 0.9223 -2.5894  0.001
C18 5.0847 0.5187 -1.9663  0.000
P1 2.5731 -0.1065 -2.3806  0.002
O3 2.1666 -0.4387 -0.9967  0.016
O4 1.4334 0.6903 -3.1990  0.001
P2 -0.1537 0.4611 -3.0545  0.002
O5 -0.6614 0.3725 -1.6689  0.011
N4 -0.7472 1.7439 -3.8633  0.002
C19 -0.0608 2.4177 -4.9512  0.001
C20 -1.9347 2.4437 -3.3671  0.002
N5 -0.3861 -1.0034 -3.7775  0.000
C21 -0.1398 -1.1025 -5.2066  0.000
C22 -1.4570 -1.8719 -3.2923  0.000
N6 2.8693 -1.4847 -3.2087  0.000
C23 3.5089 -1.4387 -4.5116  0.000
C24 2.8955 -2.7866 -2.5586  0.000
H15 4.5946 2.6928 -3.3673  0.000
H16 3.6286 2.9124 -1.8901  0.000
H17 2.8326 2.5710 -3.4328  0.000
H18 5.9122 0.6338 -2.6697  0.000
H19 5.0419 -0.5233 -1.6474  0.000
H20 5.2836 1.1258 -1.0788  0.000
H21 0.8068 1.8521 -5.2841  0.000
H22 0.2762 3.4069 -4.6259  0.001
H23 -0.7325 2.5434 -5.8040  0.000
H24 -2.2856 1.9948 -2.4406  0.000
H25 -2.7273 2.4168 -4.1190  0.000
H26 -1.6778 3.4798 -3.1418  0.001
H27 0.7722 -0.5704 -5.4817  0.000
H28 -0.9693 -0.7008 -5.8014  0.000
H29 0.0011 -2.1501 -5.4782  0.000
H30 -1.5835 -1.7460 -2.2189  0.000
H31 -1.1820 -2.9070 -3.5036  0.000
H32 -2.4081 -1.6582 -3.7947  0.000
H33 3.4254 -0.4461 -4.9522  0.000
H34 3.0283 -2.1503 -5.1871  0.000
H35 4.5725 -1.6924 -4.4437  0.000
H36 2.3850 -2.7313 -1.6009  0.000
H37 3.9260 -3.1244 -2.4039  0.000
H38 2.3842 -3.5176 -3.1893  0.000
I1 -4.8241 -2.3615 3.4711  0.000
C25 -4.5601 -1.5679 1.5763  0.000
C26 -5.6356 -1.1399 0.8139  0.000
C27 -5.3883 -0.6125 -0.4427  0.000
C28 -4.0728 -0.5426 -0.8810  0.000
N7 -3.0450 -0.9556 -0.1528  0.000
C29 -3.2773 -1.4546 1.0519  0.000
H39 -6.6451 -1.2100 1.1975  0.000
H40 -6.1963 -0.2514 -1.0641  0.000
H41 -3.8385 -0.1140 -1.8506  0.000
H42 -2.4121 -1.7573 1.6295  0.000

The molecule C3H4FNO2, computed with ωB97M-V/def2-TZVPD.

- Orbital gap (alpha / beta): 0.2708 / 0.2708 Ha
- Energy relative to the best compared isomer or geometry (same formula, charge and spin): 263.6 kJ/mol
- Largest force on an atom: 4.285 eV/Å
- Net charge: 0

Last column: natural (NBO) charge in e.
CARTESIAN COORDINATES (ANGSTROEM)
C1 -1.5299 0.0579 -0.0903  0.844
C2 0.7524 -0.4955 0.2049  -0.373
C3 0.9973 0.9231 0.3244  0.630
N1 -0.4018 -0.6852 -0.6455  -0.655
O1 -2.6247 -0.3172 -0.4516  -0.664
O2 -1.2820 1.0918 0.5545  -0.602
F1 1.2310 1.6039 -0.7693  -0.250
H1 1.5095 -1.1167 -0.4077  0.269
H2 0.6730 -0.9102 1.1819  0.214
H3 1.2304 1.3922 1.1978  0.183
H4 -0.5553 -1.5442 -1.0991  0.406

Number 1: electronic energy -3719.9055 Eh. Number 2: electronic energy -421.7227 Eh.